{"formula": "C92H212N7O3P2", "method": "wB97M-V/def2-TZVPD", "gap_ev": 6.285, "total_charge": 9, "homo_ev": -22.91, "symbols": ["C", "C", "N", "C", "C", "C", "C", "C", "O", "C", "H", "H", "H", "H", "H", "H", "H", "H", "H", "H", "H", "H", "H", "H", "H", "H", "H", "H", "H", "H", "C", "C", "N", "C", "C", "C", "C", "C", "O", "C", "H", "H", "H", "H", "H", "H", "H", "H", "H", "H", "H", "H", "H", "H", "H", "H", "H", "H", "H", "H", "C", "C", "N", "C", "C", "C", "C", "C", "O", "C", "H", "H", "H", "H", "H", "H", "H", "H", "H", "H", "H", "H", "H", "H", "H", "H", "H", "H", "H", "H", "C", "C", "C", "C", "N", "C", "C", "C", "C", "C", "H", "H", "H", "H", "H", "H", "H", "H", "H", "H", "H", "H", "H", "H", "H", "H", "H", "H", "H", "H", "C", "C", "C", "C", "N", "C", "C", "C", "C", "C", "H", "H", "H", "H", "H", "H", "H", "H", "H", "H", "H", "H", "H", "H", "H", "H", "H", "H", "H", "H", "C", "C", "C", "C", "N", "C", "C", "C", "C", "C", "H", "H", "H", "H", "H", "H", "H", "H", "H", "H", "H", "H", "H", "H", "H", "H", "H", "H", "H", "H", "C", "C", "C", "C", "N", "C", "C", "C", "C", "C", "H", "H", "H", "H", "H", "H", "H", "H", "H", "H", "H", "H", "H", "H", "H", "H", "H", "H", "H", "H", "C", "C", "C", "C", "P", "C", "C", "C", "C", "C", "C", "C", "C", "C", "C", "C", "C", "H", "H", "H", "H", "H", "H", "H", "H", "H", "H", "H", "H", "H", "H", "H", "H", "H", "H", "H", "H", "H", "H", "H", "H", "H", "H", "H", "H", "H", "H", "H", "H", "H", "H", "H", "H", "C", "C", "C", "C", "P", "C", "C", "C", "C", "C", "C", "C", "C", "C", "C", "C", "C", "H", "H", "H", "H", "H", "H", "H", "H", "H", "H", "H", "H", "H", "H", "H", "H", "H", "H", "H", "H", "H", "H", "H", "H", "H", "H", "H", "H", "H", "H", "H", "H", "H", "H", "H", "H"], "coordinates": [[-0.26160, 4.92615, -0.88893], [-1.58035, 4.19973, -0.89887], [-2.45913, 4.20949, 0.42192], [-1.52875, 3.94323, 1.66140], [-2.99258, 5.66333, 0.54637], [-3.90525, 5.90194, 1.74110], [-3.61898, 3.13708, 0.27563], [-4.89892, 3.48116, -0.62701], [-4.45877, 4.06272, -1.84076], [-5.57456, 4.57901, -2.62508], [0.24673, 4.66194, -1.81623], [0.40803, 4.94725, -0.02914], [-0.23041, 5.99867, -1.08084], [-1.49132, 3.15448, -1.19488], [-2.20346, 4.58668, -1.70516], [-0.96999, 4.84632, 1.90701], [-0.92474, 3.06116, 1.44874], [-2.17560, 3.64376, 2.48603], [-3.53094, 5.84053, -0.38469], [-2.12279, 6.32018, 0.55679], [-3.45286, 5.94432, 2.73188], [-4.69537, 5.16818, 1.90046], [-4.39933, 6.86658, 1.85710], [-3.98362, 2.79905, 1.24562], [-3.05390, 2.25919, -0.03759], [-5.32071, 4.22616, 0.04764], [-5.46828, 2.59211, -0.89817], [-6.26437, 3.73951, -2.71181], [-5.25096, 5.00716, -3.57380], [-6.08611, 5.34059, -2.03651], [1.62465, -0.68373, 5.81742], [0.07633, -0.88522, 6.02019], [-0.57830, -2.24665, 5.78234], [-0.54205, -2.68285, 4.28961], [0.20110, -3.26889, 6.73782], [0.26412, -2.88589, 8.24590], [-2.04830, -2.09737, 6.25396], [-2.91816, -3.39929, 5.94077], [-2.41937, -4.63842, 6.44541], [-3.14179, -5.16677, 7.47806], [1.85107, -0.90497, 4.77441], [2.43180, -1.12714, 6.40052], [1.80009, 0.38831, 5.90713], [-0.25106, -0.27768, 5.17651], [-0.32505, -0.34871, 6.87993], [-1.02786, -1.80286, 3.86805], [-0.97396, -3.68192, 4.23127], [0.51887, -2.67627, 4.03958], [1.17682, -3.14605, 6.26775], [-0.04509, -4.30483, 6.50474], [0.44894, -1.84116, 8.49585], [1.16988, -3.39229, 8.57946], [-0.63971, -3.29728, 8.69529], [-2.30146, -1.14925, 5.77953], [-1.94319, -1.91731, 7.32383], [-3.17328, -3.42486, 4.88135], [-3.88909, -3.15170, 6.36984], [-4.12407, -5.52455, 7.16948], [-3.21735, -4.47811, 8.31957], [-2.63478, -6.06615, 7.82757], [0.72847, -3.28887, 0.62981], [0.07083, -2.13540, 0.00286], [0.81520, -0.79014, 0.06792], [2.21298, -0.97602, -0.62241], [-0.05143, 0.31654, -0.59089], [-0.64779, 0.04897, -1.96710], [0.98506, -0.34511, 1.56868], [1.44635, 1.11132, 1.84575], [2.32902, 1.63854, 0.89663], [2.77306, 3.00873, 1.08374], [1.62299, -3.62994, 0.10866], [0.02979, -4.12307, 0.69349], [1.14315, -3.03007, 1.60406], [-0.91814, -1.92021, 0.40751], [-0.04072, -2.35980, -1.05794], [2.75877, -0.03258, -0.63368], [2.05461, -1.40253, -1.61291], [2.75715, -1.75651, -0.09061], [0.67927, 1.11668, -0.70907], [-0.84199, 0.63693, 0.08769], [-1.04907, 0.91201, -2.49836], [-1.46011, -0.67400, -1.89257], [0.15435, -0.37846, -2.56874], [1.80758, -0.99060, 1.87676], [0.05369, -0.73701, 1.97744], [1.94051, 0.98026, 2.80842], [0.62365, 1.80787, 2.00725], [3.67197, 3.17332, 1.67785], [2.10909, 3.84843, 1.28905], [3.14437, 3.21814, 0.08056], [-10.70978, -0.59535, 1.74001], [-9.72386, -0.67041, 0.62420], [-8.29218, -1.18907, 0.99640], [-7.45949, -1.82006, -0.13559], [-5.93661, -1.71065, 0.10097], [-5.45410, -0.26936, -0.12641], [-3.98019, -0.49085, -0.63606], [-3.95762, -1.82317, -1.40223], [-5.27223, -2.46321, -1.05966], [-5.49233, -2.32918, 1.46837], [-10.32570, -0.05373, 2.60444], [-11.03713, -1.58434, 2.06071], [-11.60473, -0.03190, 1.47600], [-9.60909, 0.25500, 0.05980], [-10.08385, -1.45636, -0.03973], [-8.37741, -1.83145, 1.87286], [-7.69853, -0.32809, 1.30362], [-7.70377, -1.36845, -1.09708], [-7.70962, -2.88093, -0.14580], [-5.67974, 0.30760, 0.77041], [-6.00478, 0.14228, -0.97223], [-3.26554, -0.64490, 0.17242], [-3.51321, 0.23884, -1.29755], [-3.11777, -2.43369, -1.07052], [-3.94326, -1.71469, -2.48672], [-5.23418, -3.49999, -0.72538], [-5.92581, -2.44931, -1.93187], [-5.76835, -3.38363, 1.46125], [-5.95961, -1.80534, 2.30223], [-4.40242, -2.33835, 1.47937], [5.57893, 3.08174, 6.37405], [4.93719, 2.02355, 5.44230], [5.96923, 1.24707, 4.72425], [5.30359, 0.10111, 3.84078], [6.33249, -0.65639, 2.98029], [5.59749, -1.41084, 1.80567], [5.92419, -0.58011, 0.53232], [7.31726, -0.22329, 0.79952], [7.32876, 0.27723, 2.26285], [7.00676, -1.75324, 3.81444], [4.88528, 3.71536, 6.92675], [6.09224, 3.85514, 5.80268], [6.18448, 2.60397, 7.14420], [4.20141, 2.43823, 4.75327], [4.34118, 1.26436, 5.94875], [6.58102, 0.82038, 5.51907], [6.57771, 1.94095, 4.14425], [4.70381, 0.55543, 3.05214], [4.69210, -0.65472, 4.33363], [5.91690, -2.44811, 1.70488], [4.52656, -1.47953, 1.99666], [5.74357, -1.24001, -0.31621], [5.33985, 0.33370, 0.42469], [8.02852, -1.03157, 0.62956], [7.64216, 0.55175, 0.10537], [8.24512, 0.29182, 2.85292], [6.90397, 1.28033, 2.22482], [6.23931, -2.44616, 4.15937], [7.69018, -1.31261, 4.54031], [7.59072, -2.45394, 3.21769], [2.09336, 5.95435, 4.31443], [2.53187, 5.16326, 5.52954], [1.33623, 4.86784, 6.47330], [1.83911, 3.82756, 7.59944], [0.77548, 3.39832, 8.62219], [0.39246, 4.56407, 9.65340], [0.67725, 4.01646, 11.02067], [0.77140, 2.58904, 10.98697], [1.21039, 2.31690, 9.53904], [-0.55759, 2.99564, 7.96481], [1.46073, 6.80253, 4.57609], [1.46281, 5.50536, 3.54702], [2.94101, 6.33018, 3.74141], [3.15620, 5.88542, 6.05564], [3.03412, 4.22310, 5.30164], [0.60148, 4.30632, 5.89630], [0.86175, 5.77918, 6.83722], [2.68300, 4.16905, 8.19889], [2.30907, 2.95342, 7.14875], [-0.64537, 4.89725, 9.64920], [0.96900, 5.42621, 9.31813], [0.00138, 4.44482, 11.76081], [1.67891, 4.38271, 11.24572], [-0.28365, 2.31530, 10.98287], [1.39025, 2.13999, 11.76381], [0.90769, 1.35923, 9.11555], [2.25920, 2.05264, 9.40394], [-0.41116, 2.18707, 7.24866], [-1.03398, 3.86731, 7.51609], [-1.28501, 2.68798, 8.71600], [2.95482, -11.76369, 3.81825], [2.96553, -10.31620, 3.44195], [1.77014, -9.54895, 4.07802], [1.68140, -8.10334, 3.47828], [0.37064, -7.28319, 3.87531], [-0.89601, -8.01724, 3.46979], [-1.87957, -6.92279, 3.21960], [-1.11422, -5.90396, 2.43702], [0.32422, -5.96789, 3.02255], [0.49663, -6.99666, 5.43210], [3.17648, -12.01353, 4.85582], [3.77299, -12.20581, 3.24971], [2.00268, -12.24601, 3.59712], [2.94104, -10.13515, 2.36736], [3.90071, -9.95694, 3.87145], [1.97427, -9.37911, 5.13518], [0.92085, -10.23145, 4.04649], [1.72328, -8.00980, 2.39311], [2.46226, -7.42963, 3.83109], [-1.11674, -8.65945, 4.32239], [-0.61940, -8.58787, 2.58324], [-2.30006, -6.45961, 4.11222], [-2.79339, -7.25296, 2.72561], [-1.59697, -4.93539, 2.56713], [-1.11361, -6.19407, 1.38634], [0.56126, -5.12563, 3.67256], [1.11737, -5.84645, 2.28481], [-0.45672, -6.53836, 5.69510], [1.24998, -6.35794, 5.89317], [0.43440, -8.01419, 5.81792], [4.67754, 1.27144, -3.01295], [5.54406, 0.15958, -3.66270], [4.91003, -0.37322, -4.92678], [3.69175, -1.22403, -4.64762], [2.95418, -2.03799, -6.02357], [3.65881, -3.67759, -6.29684], [5.11296, -3.68116, -6.85083], [5.66306, -5.09031, -7.03810], [7.07151, -5.21661, -7.61433], [3.28111, -1.03195, -7.56375], [2.55532, -1.43812, -8.78660], [2.72431, -0.46972, -10.00938], [1.54773, -0.60068, -11.03162], [1.14742, -2.14738, -5.83213], [0.37669, -0.79198, -5.96309], [-1.08786, -1.01892, -5.55194], [-1.89884, -1.95207, -6.48661], [4.09604, 0.85145, -2.19224], [4.16848, 1.97507, -3.67163], [5.27113, 1.96033, -2.41198], [5.86856, -0.57333, -2.92402], [6.45142, 0.60872, -4.06651], [5.62228, -0.90947, -5.55387], [4.62048, 0.47428, -5.54807], [2.92617, -0.49977, -4.36935], [3.89566, -1.95107, -3.86154], [2.97478, -4.06699, -7.05088], [3.38628, -4.18831, -5.37327], [5.65228, -3.13381, -6.07775], [5.20567, -3.06137, -7.74266], [5.09577, -5.66620, -7.76929], [5.56983, -5.48023, -6.02451], [7.58726, -6.17647, -7.58654], [7.72707, -4.43598, -7.22840], [7.17200, -4.94067, -8.66403], [4.34540, -1.09924, -7.78927], [3.15684, -0.01069, -7.20363], [1.47834, -1.50020, -8.63049], [2.88623, -2.45557, -8.99488], [3.72564, -0.55011, -10.43243], [2.67518, 0.53089, -9.57989], [0.55042, -0.41169, -10.63444], [1.38576, -1.57006, -11.50296], [1.88300, 0.16779, -11.72814], [1.07306, -2.47159, -4.79412], [0.73717, -3.01362, -6.35118], [0.54242, -0.32210, -6.93254], [0.76081, -0.05013, -5.26293], [-1.59147, -0.05650, -5.46123], [-1.15366, -1.58581, -4.62328], [-1.40422, -2.88875, -6.74368], [-2.23248, -1.33902, -7.32384], [-2.85244, -2.33208, -6.12008], [-4.90814, 7.77330, -4.04723], [-3.35038, 7.75900, -4.10765], [-2.66228, 6.43719, -4.18244], [-2.78378, 5.81043, -5.48394], [-1.83456, 4.27770, -5.81809], [-2.82329, 3.01350, -4.91003], [-4.17982, 2.58402, -5.45848], [-4.93996, 1.52571, -4.66551], [-4.23732, 0.23024, -4.46135], [-2.04980, 3.84938, -7.63168], [-1.47166, 2.50001, -8.20699], [-1.93484, 2.12467, -9.59318], [-3.27440, 1.54562, -9.55004], [-0.10490, 4.35061, -5.23136], [0.59938, 3.08487, -4.94258], [1.91404, 3.30988, -4.12323], [2.95338, 4.05891, -4.84063], [-5.23703, 6.90361, -4.61605], [-5.40379, 8.68354, -4.38470], [-5.36658, 7.54281, -3.08556], [-2.83809, 8.44060, -3.42862], [-3.16607, 8.27233, -5.05137], [-2.94481, 5.82195, -3.32818], [-1.60373, 6.65711, -4.04384], [-2.62002, 6.57327, -6.24509], [-3.79210, 5.43681, -5.66227], [-2.79325, 3.14452, -3.82835], [-2.16352, 2.14594, -4.89813], [-4.06700, 2.18525, -6.46663], [-4.73205, 3.52363, -5.47491], [-5.93795, 1.31256, -5.04850], [-5.25266, 1.85241, -3.67375], [-5.00481, -0.51034, -4.23638], [-3.54237, 0.17958, -3.62315], [-3.80347, -0.05292, -5.42035], [-1.77658, 4.62860, -8.34321], [-3.11228, 3.90058, -7.86960], [-1.75663, 1.64984, -7.58723], [-0.38540, 2.41831, -8.16895], [-1.21224, 1.50294, -10.12176], [-1.93317, 3.07653, -10.12427], [-3.88643, 2.34401, -9.13042], [-3.35922, 0.59477, -9.02394], [-3.70049, 1.49338, -10.55195], [-0.08684, 5.00842, -4.36241], [0.55528, 4.89134, -5.90951], [0.96396, 2.54107, -5.81405], [-0.08713, 2.41717, -4.42204], [2.23355, 2.32655, -3.77816], [1.68739, 3.86601, -3.21358], [3.90774, 4.14517, -4.32116], [2.62418, 5.04356, -5.17257], [3.24953, 3.54805, -5.75683]], "mulliken_charge": [-1.24, 1.55, 0.68, -0.79, -0.15, -1.29, 0.29, -1.11, 0.38, -0.72, -0.16, 0.24, 0.49, -0.53, -0.34, 0.50, -0.23, 0.41, 0.06, 0.63, 0.31, 0.26, 0.47, 0.40, -0.62, 0.37, 0.45, 0.43, -0.29, 0.46, -0.80, -1.41, 1.04, -0.95, -0.33, -1.38, -0.43, -1.41, 0.07, -0.96, -0.15, 0.54, 0.20, 0.40, 1.02, 0.31, -0.19, 0.38, 0.69, 0.15, 0.16, 0.45, 0.43, 0.58, 0.60, 0.26, 0.64, 0.31, 0.37, 0.31, -1.34, 0.03, 1.12, -0.70, 0.18, -0.44, -0.04, -0.57, 0.55, -0.84, 0.37, 0.52, 0.20, 0.14, 0.23, -0.08, 0.42, 0.30, -0.05, 0.08, 0.23, -0.28, -0.21, 0.21, 0.15, 0.26, -0.46, 0.30, -0.01, 0.37, -1.40, -0.55, -0.57, -0.79, 0.65, -1.41, 0.87, 0.38, -1.18, -1.04, 0.34, 0.37, 0.39, 0.41, 0.32, 0.40, 0.25, 0.39, 0.56, 0.62, 0.43, -0.18, -0.14, 0.22, -0.17, 0.43, 0.33, 0.40, 0.33, 0.38, -1.34, 0.47, -0.60, -0.56, 0.49, -0.64, 0.47, -1.25, -0.53, -1.00, 0.19, 0.42, 0.46, -0.18, -0.04, 0.47, 0.41, -0.10, 0.41, 0.45, 0.00, 0.50, -0.23, 0.46, 0.45, 0.38, 0.29, 0.41, 0.34, 0.44, -1.37, 0.69, -0.49, -1.22, 0.81, -0.53, -0.71, -0.58, -0.63, -1.02, 0.46, 0.07, 0.44, 0.38, -0.59, 0.26, 0.51, 0.51, 0.33, 0.35, 0.37, 0.40, 0.32, 0.28, 0.39, 0.14, 0.50, 0.12, 0.43, 0.46, -1.37, -0.39, -0.74, -0.96, 0.58, -0.78, -0.76, -0.25, -0.30, -1.00, 0.36, 0.38, 0.38, 0.35, 0.28, 0.39, 0.51, 0.55, 0.45, 0.47, 0.44, -0.01, 0.52, 0.17, 0.62, -0.26, 0.38, 0.13, 0.36, 0.54, 0.29, -1.20, -0.86, 0.09, 0.58, -1.08, -0.47, -0.39, -1.40, -1.28, -0.80, -0.62, -1.08, -1.42, 0.72, 1.44, -1.61, -0.66, -0.01, 0.61, 0.44, 0.36, 0.71, 0.25, -0.57, 0.81, 0.65, 0.67, 0.24, 0.33, 0.32, 0.32, 0.38, 0.35, 0.37, 0.94, 0.69, 0.03, 0.51, 0.42, 0.37, 0.14, 0.35, 0.41, 0.51, 0.60, 0.69, -0.69, -1.29, -0.14, 0.38, 0.32, 0.44, -1.09, -1.11, 0.65, -1.09, 0.96, 0.64, -0.68, -0.77, -0.15, -1.44, 0.32, -0.72, -1.02, -1.25, 1.27, 0.42, -1.71, 0.27, 0.44, 0.22, 0.51, 0.43, -0.61, 0.32, 0.77, 0.55, 0.61, -1.13, 0.29, 0.68, 0.56, -0.21, 0.75, -0.46, -0.11, 0.74, 0.72, -0.52, 0.38, 0.23, 0.38, 0.30, 0.15, 0.44, 0.61, 0.68, 0.30, -1.07, -0.13, -0.49, 0.55, 0.46, 0.37]}